(1)
2 unconnected molecules or ions with the total composition C4H12O. Source: the Open Molecules 2025 dataset; level of theory: the ωB97M-V functional and the def2-TZVPD basis.

Atoms and positions in Å:
C  0.909  -1.992  0.220
C  1.757  -0.831  0.726
O  0.417  -1.745  -1.033
H  1.348  -2.973  0.151
H  -0.056  -2.044  0.801
H  1.451  -0.498  1.711
H  0.004  -0.844  -1.072
H  1.652  0.064  0.139
H  2.783  -1.131  0.832
C  -0.627  1.861  -0.274
C  -1.969  1.137  -0.372
H  0.204  1.194  -0.533
H  -0.486  2.770  -0.855
H  -0.464  2.140  0.766
H  -1.962  0.367  -1.150
H  -2.215  0.681  0.578
H  -2.746  1.845  -0.637

Forces on atoms 1 to 2 (eV/Å):
C 0.18 -0.05 -0.93
C -0.41 0.65 1.42

Calculated values
Multiplicity: 2
DFT total energy in eV: -6379.1827
Relative energy (zero: lowest compared OMol25 entry of this formula, charge and spin) in kcal per mole: 6.2
Net charge: +1

=====

(2)
CH3FNOPS in the gas phase. Source: the Open Molecules 2025 dataset; level of theory: the ωB97M-V functional and the def2-TZVPD basis.

Atoms and positions in Å:
C  -0.184  0.249  0.591
N  -0.531  -0.222  -0.651
O  -0.827  1.075  1.121
F  -0.913  1.878  -2.156
P  1.456  -0.305  1.351
S  -1.787  0.562  -1.490
H  0.130  -0.550  -1.312
H  0.786  -1.301  2.086
H  1.870  -1.386  0.460

Forces on atoms 1 to 2 (eV/Å):
C 2.10 -0.64 -0.72
N -2.13 0.68 -1.84

Calculated values
SMILES: O=C(P)NSF
DFT total energy in eV: -27463.1990
Relative energy (zero: lowest compared OMol25 entry of this formula, charge and spin) in kcal per mole: 9.2
Net charge: 0

=====

(3)
3 unconnected molecules or ions with the total composition C26H34Cl2FNO10S. Source: the Open Molecules 2025 dataset; level of theory: the ωB97M-V functional and the def2-TZVPD basis.

Atoms and positions in Å:
C  1.996  0.749  3.711
C  0.463  1.081  3.356
C  0.225  2.665  3.318
C  -1.322  3.046  3.200
C  -2.048  2.193  2.021
C  -1.244  2.276  0.647
C  -1.937  1.396  -0.531
C  -1.988  -0.157  -0.154
C  -0.516  -0.759  -0.377
C  -0.484  -1.604  -1.746
C  0.995  -2.201  -1.895
N  1.365  -2.188  -3.350
C  2.805  -1.906  -3.535
Cl  4.048  -2.573  -2.352
C  3.249  -1.097  -4.613
C  4.809  -0.741  -4.776
Cl  2.009  -0.440  -5.793
S  0.853  -3.606  -4.185
O  -0.055  -4.437  -3.313
O  0.011  -3.135  -5.347
F  2.109  -4.474  -4.854
H  2.244  -0.286  3.297
H  2.080  0.779  4.857
H  2.687  1.532  3.236
H  -0.236  0.597  4.110
H  0.237  0.627  2.332
H  0.606  3.073  4.319
H  0.811  3.085  2.440
H  -1.913  2.780  4.150
H  -1.482  4.145  2.937
H  -3.099  2.593  1.820
H  -2.145  1.134  2.425
H  -1.231  3.355  0.250
H  -0.154  1.958  0.722
H  -1.287  1.573  -1.453
H  -3.001  1.807  -0.631
H  -2.744  -0.673  -0.825
H  -2.287  -0.355  0.925
H  0.252  0.085  -0.518
H  -0.183  -1.453  0.461
H  -0.747  -0.997  -2.667
H  -1.233  -2.457  -1.624
H  1.092  -3.211  -1.389
H  1.697  -1.468  -1.362
H  5.242  -0.429  -3.758
H  4.828  0.222  -5.403
H  5.405  -1.583  -5.238
C  -5.672  4.353  -4.039
C  -4.720  4.213  -3.114
C  -5.057  4.025  -1.674
O  -4.161  3.881  -0.860
C  -6.473  4.026  -1.293
C  -7.424  4.170  -2.218
C  -7.088  4.330  -3.662
O  -7.984  4.441  -4.479
O  -8.740  4.175  -1.882
O  -3.403  4.234  -3.446
H  -5.440  4.488  -5.087
H  -6.703  3.906  -0.243
H  -9.222  4.291  -2.724
H  -2.922  4.112  -2.605
C  4.733  -5.413  3.089
C  3.889  -4.466  2.673
C  3.695  -3.204  3.444
O  2.930  -2.354  3.023
C  4.441  -3.040  4.695
C  5.283  -3.989  5.112
C  5.497  -5.238  4.328
O  6.287  -6.073  4.732
O  5.979  -3.854  6.270
O  3.172  -4.612  1.529
H  4.885  -6.331  2.538
H  4.278  -2.128  5.253
H  6.514  -4.667  6.347
H  2.642  -3.796  1.450

Forces on atoms 1 to 2 (eV/Å):
C -0.89 0.05 -0.02
C 0.56 0.40 -0.38

Calculated values
SMILES: CCCCCCCCCCCN(/C(Cl)=C(/C)Cl)S(=O)(=O)F.O=C1C=C(O)C(=O)C=C1O.O=C1C=C(O)C(=O)C=C1O
DFT total energy in eV: -88070.3066
Net charge: 0

=====

(4)
A molecular structure, C19H31CrN7S. Source: the Open Molecules 2025 dataset; level of theory: the ωB97M-V functional and the def2-TZVPD basis.

Atoms and positions in Å:
Cr  0.844  -0.505  -0.176
C  -1.349  -0.116  -3.848
C  -0.494  0.006  -2.639
N  -0.268  -0.942  -1.799
C  -0.829  -2.290  -1.878
C  -0.987  -2.807  -0.445
N  0.151  -2.417  0.466
C  1.265  -3.411  0.496
C  2.234  -3.101  -0.621
N  2.597  -1.656  -0.527
C  3.672  -1.385  0.507
C  3.215  -0.342  1.544
N  2.311  0.522  0.799
C  2.561  1.730  0.444
C  3.663  2.577  0.977
C  1.669  2.192  -0.681
C  1.496  3.469  -1.179
C  0.629  3.641  -2.256
C  -0.047  2.554  -2.808
C  0.179  1.302  -2.268
N  1.022  1.164  -1.238
H  -1.154  -1.054  -4.368
H  -1.190  0.703  -4.543
H  -2.405  -0.118  -3.558
H  -0.165  -2.921  -2.472
H  -1.802  -2.299  -2.367
H  -1.105  -3.891  -0.458
H  -1.892  -2.376  -0.020
H  -0.249  -2.404  1.399
H  0.886  -4.430  0.412
H  1.768  -3.326  1.460
H  1.784  -3.281  -1.596
H  3.123  -3.729  -0.550
H  2.984  -1.390  -1.429
H  4.562  -1.026  -0.006
H  3.939  -2.313  1.008
H  4.072  0.181  1.964
H  2.668  -0.810  2.364
H  3.638  2.598  2.067
H  3.606  3.596  0.605
H  4.634  2.173  0.678
H  2.000  4.319  -0.740
H  0.468  4.631  -2.662
H  -0.744  2.698  -3.622
C  -3.933  2.178  0.667
N  -3.551  1.258  1.725
C  -4.442  1.032  2.881
C  -3.674  0.003  3.731
N  -2.423  -0.139  2.969
C  -2.415  0.604  1.865
S  -1.091  0.776  0.770
H  -4.977  2.005  0.412
H  -3.314  2.006  -0.208
H  -3.820  3.211  0.996
H  -5.406  0.662  2.538
H  -4.604  1.972  3.407
H  -4.190  -0.953  3.799
H  -3.475  0.362  4.737
H  -1.646  -0.693  3.276

Forces on atoms 1 to 2 (eV/Å):
Cr -0.26 -0.58 0.56
C -0.04 0.00 0.00

Calculated values
Multiplicity: 4
DFT total energy in eV: -69871.6856
Net charge: +3

=====

(5)
A molecular structure, C23H15BrIN6O2PbSe. Source: the Open Molecules 2025 dataset; level of theory: the ωB97M-V functional and the def2-TZVPD basis.

Atoms and positions in Å:
Pb  1.174  -0.892  0.944
O  -0.844  -4.692  2.258
C  -0.165  -3.852  1.653
N  -0.375  -2.525  1.806
C  -1.374  -2.319  2.693
O  -1.975  -3.270  3.213
C  -1.712  -0.918  3.054
C  -2.687  -0.655  3.999
C  -2.933  0.673  4.324
C  -2.187  1.658  3.699
C  -1.229  1.290  2.765
N  -0.989  0.023  2.430
C  0.919  -4.273  0.726
C  1.097  -5.605  0.419
C  2.089  -5.941  -0.496
C  2.857  -4.930  -1.044
C  2.618  -3.617  -0.661
N  1.663  -3.281  0.207
H  -3.219  -1.467  4.475
H  -3.683  0.927  5.059
H  -2.336  2.701  3.941
H  -0.618  2.041  2.275
H  0.473  -6.356  0.884
H  2.252  -6.974  -0.774
H  3.642  -5.145  -1.755
H  3.225  -2.811  -1.053
Se  4.880  0.435  -1.630
N  4.304  0.229  -3.266
C  3.036  -0.148  -3.195
C  2.185  -0.458  -4.296
C  0.913  -0.848  -4.012
C  0.470  -0.929  -2.665
N  1.210  -0.652  -1.614
C  2.508  -0.266  -1.865
N  3.336  -0.007  -0.869
H  2.557  -0.392  -5.310
H  0.221  -1.103  -4.802
H  -0.551  -1.237  -2.464
Br  1.234  5.857  -1.579
C  -0.485  5.639  -1.067
C  -1.262  6.818  -0.884
C  -2.575  6.706  -0.553
C  -3.153  5.420  -0.397
C  -2.399  4.245  -0.550
C  -1.070  4.325  -0.872
I  0.020  2.577  -1.116
H  -0.798  7.785  -1.024
H  -3.182  7.592  -0.419
H  -4.207  5.341  -0.156
H  -2.875  3.282  -0.432

Forces on atoms 1 to 2 (eV/Å):
Pb 0.13 -0.18 0.19
O 0.08 0.07 -0.11

Calculated values
DFT total energy in eV: -185839.1494
Relative energy (zero: lowest compared OMol25 entry of this formula, charge and spin) in kcal per mole: 5.6
Net charge: +3

=====

(6)
C2H3NO2 in the gas phase. Source: the Open Molecules 2025 dataset; level of theory: the ωB97M-V functional and the def2-TZVPD basis.

Atoms and positions in Å:
C  0.466  0.303  0.123
C  -1.007  -0.042  0.011
N  0.992  1.394  0.108
O  1.268  -0.843  0.049
O  2.486  -0.499  -0.071
H  -1.456  0.770  -0.704
H  -1.219  -1.104  -0.549
H  -1.530  0.021  1.034

Forces on atoms 1 to 2 (eV/Å):
C -2.04 -2.38 -0.68
C -1.79 -0.15 -1.28

Calculated values
DFT total energy in eV: -7701.0178
Relative energy (zero: lowest compared OMol25 entry of this formula, charge and spin) in kcal per mole: 157.4
Net charge: 0

=====

Please write out number 4 again, unchanged.
A molecular structure, C19H31CrN7S. Source: the Open Molecules 2025 dataset; level of theory: the ωB97M-V functional and the def2-TZVPD basis.

Atoms and positions in Å:
Cr  0.844  -0.505  -0.176
C  -1.349  -0.116  -3.848
C  -0.494  0.006  -2.639
N  -0.268  -0.942  -1.799
C  -0.829  -2.290  -1.878
C  -0.987  -2.807  -0.445
N  0.151  -2.417  0.466
C  1.265  -3.411  0.496
C  2.234  -3.101  -0.621
N  2.597  -1.656  -0.527
C  3.672  -1.385  0.507
C  3.215  -0.342  1.544
N  2.311  0.522  0.799
C  2.561  1.730  0.444
C  3.663  2.577  0.977
C  1.669  2.192  -0.681
C  1.496  3.469  -1.179
C  0.629  3.641  -2.256
C  -0.047  2.554  -2.808
C  0.179  1.302  -2.268
N  1.022  1.164  -1.238
H  -1.154  -1.054  -4.368
H  -1.190  0.703  -4.543
H  -2.405  -0.118  -3.558
H  -0.165  -2.921  -2.472
H  -1.802  -2.299  -2.367
H  -1.105  -3.891  -0.458
H  -1.892  -2.376  -0.020
H  -0.249  -2.404  1.399
H  0.886  -4.430  0.412
H  1.768  -3.326  1.460
H  1.784  -3.281  -1.596
H  3.123  -3.729  -0.550
H  2.984  -1.390  -1.429
H  4.562  -1.026  -0.006
H  3.939  -2.313  1.008
H  4.072  0.181  1.964
H  2.668  -0.810  2.364
H  3.638  2.598  2.067
H  3.606  3.596  0.605
H  4.634  2.173  0.678
H  2.000  4.319  -0.740
H  0.468  4.631  -2.662
H  -0.744  2.698  -3.622
C  -3.933  2.178  0.667
N  -3.551  1.258  1.725
C  -4.442  1.032  2.881
C  -3.674  0.003  3.731
N  -2.423  -0.139  2.969
C  -2.415  0.604  1.865
S  -1.091  0.776  0.770
H  -4.977  2.005  0.412
H  -3.314  2.006  -0.208
H  -3.820  3.211  0.996
H  -5.406  0.662  2.538
H  -4.604  1.972  3.407
H  -4.190  -0.953  3.799
H  -3.475  0.362  4.737
H  -1.646  -0.693  3.276

Forces on atoms 1 to 2 (eV/Å):
Cr -0.26 -0.58 0.56
C -0.04 0.00 0.00

Calculated values
Multiplicity: 4
DFT total energy in eV: -69871.6856
Net charge: +3

=====

Question: Look up the net charge of the fourth one.
Answer: +3